Formula: C4H9NO
Source: the Open Molecules 2025 dataset
Level of theory: ωB97M-V/def2-TZVPD

Positions of all 15 atoms, in Å:
1 C -1.927 0.008 -0.332
2 C -0.626 0.660 0.105
3 O -0.626 0.825 1.509
4 C 0.538 -0.221 -0.375
5 C 1.970 0.120 -0.313
6 N 1.383 -0.756 0.697
7 H -2.778 0.542 0.098
8 H -2.026 0.006 -1.424
9 H -1.929 -1.025 0.034
10 H -0.594 1.679 -0.306
11 H -0.222 0.043 1.916
12 H 0.248 -0.926 -1.153
13 H 2.223 1.111 0.040
14 H 2.683 -0.363 -0.986
15 H 1.682 -1.703 0.491

Properties
calculated total energy	-287.75708	hartree
SMILES	C[C@@H](O)[C@H]1CN1
HOMO energy	-9.8602	eV
energy relative to the best compared isomer or geometry (same formula, charge and spin)	47.3	kcal per mole
gap between HOMO and LUMO	0.400	Ha